(1)
Entry from the Open Molecules 2025 dataset: one molecule with the formula C21H28N2O2 (ωB97M-V with the def2-TZVPD basis set).

Geometry as XYZ:
```
53
Properties=species:S:1:pos:R:3:lowdin_charge:R:1
C -7.22209 -2.28876 0.76406 -0.059
C -6.06275 -1.44186 0.33299 -0.298
C -6.14213 -0.05428 0.37932 -0.050
C -5.08830 0.73852 -0.01960 -0.023
C -3.88848 0.17865 -0.47575 -0.233
N -2.86922 1.01229 -0.92724 -0.104
C -2.48893 2.16578 -0.14076 -0.144
C -1.39019 1.80241 0.86776 -0.161
N -0.23308 1.29107 0.15372 -0.178
C 0.95818 1.13054 0.97838 -0.123
C 2.07054 2.04733 0.43713 -0.344
O 1.61322 3.37078 0.33116 -0.019
C 2.55481 1.55610 -0.94367 -0.146
O 2.98001 0.21411 -0.93895 -0.053
C 4.20650 -0.10841 -0.42872 -0.255
C 5.15183 0.79429 0.03966 -0.029
C 6.36691 0.32216 0.51063 -0.079
C 6.64913 -1.02835 0.52407 -0.065
C 5.70930 -1.94355 0.05770 -0.281
C 6.01735 -3.41032 0.06650 -0.051
C 4.49792 -1.47305 -0.41338 0.029
C -0.60021 0.09644 -0.58830 -0.158
C -1.70402 0.46551 -1.58517 -0.148
C -3.81634 -1.21482 -0.52805 -0.027
C -4.88445 -2.00070 -0.13469 -0.050
H -6.96405 -3.34450 0.73358 0.071
H -7.52679 -2.03362 1.77845 0.078
H -8.07756 -2.12347 0.10905 0.079
H -7.05330 0.41338 0.72571 0.113
H -5.20734 1.81126 0.00289 0.104
H -3.34748 2.56626 0.39412 0.108
H -2.11075 2.93423 -0.82413 0.125
H -1.09923 2.69383 1.42780 0.124
H -1.79357 1.05705 1.57807 0.134
H 1.31461 0.09645 0.97102 0.127
H 0.74920 1.41099 2.01520 0.129
H 2.90628 2.06177 1.14388 0.144
H 0.75691 3.32350 -0.11741 0.084
H 3.33504 2.22692 -1.32128 0.130
H 1.70922 1.58720 -1.63703 0.128
H 4.96361 1.85586 0.04330 0.105
H 7.09911 1.02887 0.87303 0.105
H 7.59978 -1.38066 0.89600 0.109
H 6.86997 -3.61969 -0.57848 0.083
H 5.16730 -3.98981 -0.28330 0.073
H 6.27455 -3.73793 1.07279 0.081
H 3.74797 -2.15452 -0.78574 0.121
H 0.27692 -0.27431 -1.12090 0.119
H -0.96217 -0.69714 0.08889 0.127
H -1.98649 -0.39235 -2.19397 0.118
H -1.31898 1.24456 -2.25360 0.126
H -2.92056 -1.70947 -0.86980 0.095
H -4.78770 -3.07650 -0.18695 0.109
```

Multiplicity ... 1
Strongest force on any atom ... 0.0130 hartree/bohr
SMILES string ... Cc1ccc(N2CCN(C[C@H](O)COc3cccc(C)c3)CC2)cc1
Energy above the lowest of the compared OMol25 structures with the same formula, charge and spin ... 59.0 kcal/mol



(2)
Entry from the Open Molecules 2025 dataset: C2HClF2OS as an isolated structure at a distorted geometry (ωB97M-V with the def2-TZVPD basis set).

Geometry as XYZ:
```
8
Properties=species:S:1:pos:R:3:lowdin_charge:R:1
C -0.84923 -1.10995 0.37712 -0.592
C 0.24819 -0.65293 -0.40028 -0.197
O -1.52283 -0.35657 1.03334 0.094
F -1.14566 -2.42320 0.30487 0.113
F 1.42022 1.37915 -1.24901 -0.395
S 0.17166 1.05867 -0.28084 1.002
Cl 0.69261 3.34383 1.12243 -0.119
H 0.98503 -1.23899 -0.90762 0.095
```

Multiplicity ... 1
Strongest force on any atom ... 0.0420 hartree/bohr
Energy above the lowest of the compared OMol25 structures with the same formula, charge and spin ... 60.5 kcal/mol



(3)
Entry from the Open Molecules 2025 dataset: C24H20BF4N7O7STb as an isolated structure (ωB97M-V with the def2-TZVPD basis set).

Geometry as XYZ:
```
65
Properties=species:S:1:pos:R:3:mulliken_spin:R:1
Tb 0.11334 0.52623 0.80822 6.151
O -4.30384 -0.22844 1.18091 0.000
C -4.79545 0.21421 0.01736 0.000
C -6.08958 -0.18395 -0.33354 0.000
C -6.65232 0.23429 -1.52107 0.000
C -5.93989 1.05910 -2.39215 0.000
C -4.65743 1.44213 -2.05526 0.000
C -4.05933 1.03012 -0.86189 0.000
C -2.66855 1.41451 -0.52145 -0.007
O -2.26158 1.24349 0.67032 -0.007
N -1.92910 1.86645 -1.52853 -0.002
N -0.64246 2.06051 -1.10068 -0.016
C 0.19714 2.49015 -1.95273 0.006
C 1.56186 2.81119 -1.51012 -0.007
C 2.55511 3.13427 -2.42803 -0.001
C 3.80014 3.50300 -1.94980 0.000
C 4.00248 3.55819 -0.58000 0.000
C 2.95373 3.20422 0.25674 0.002
N 1.76368 2.82511 -0.19064 0.002
H -3.40223 0.15854 1.28433 0.000
H -6.62772 -0.82250 0.35475 0.000
H -7.65796 -0.08007 -1.77381 0.000
H -6.38693 1.39748 -3.31779 0.000
H -4.08162 2.08269 -2.71005 0.000
H -0.08608 2.67303 -2.98882 0.000
H 2.35002 3.08137 -3.48911 0.000
H 4.60053 3.74793 -2.63642 0.000
H 4.95214 3.85922 -0.15957 0.000
H 3.07603 3.22456 1.33395 0.000
O 6.08151 -0.85434 2.73324 0.000
C 4.88065 -0.40914 2.27207 -0.001
C 4.05634 0.40661 3.04000 -0.001
C 2.84936 0.79080 2.49013 0.000
N 2.47975 0.40235 1.28006 -0.036
C 3.27264 -0.35494 0.53222 0.003
C 4.50021 -0.79116 0.98920 0.001
C 2.69793 -0.68073 -0.84462 -0.010
O 3.40495 -1.26920 -1.65334 0.000
O 1.49708 -0.26721 -0.99277 -0.022
C 1.85561 1.71842 3.18761 -0.010
O 2.24005 2.35925 4.15304 0.000
O 0.70895 1.75442 2.61197 -0.026
H 6.19971 -0.54388 3.63505 0.000
H 4.32123 0.74824 4.03293 0.000
H 5.12804 -1.40899 0.36395 0.000
C -1.13454 -5.09964 0.68644 0.000
C 0.00537 -4.35723 -0.00940 0.000
C -0.47426 -3.12064 -0.69757 0.000
N -0.64641 -2.00311 -0.09861 0.003
N -1.12641 -1.00115 -0.89307 -0.013
C -1.31531 -1.37823 -2.12560 0.001
N -1.77711 -0.56692 -3.09567 0.000
S -0.89815 -3.03974 -2.38626 0.000
H -0.76037 -6.00084 1.17401 0.000
H -1.90547 -5.39349 -0.02916 0.000
H -1.58577 -4.45917 1.44309 0.000
H 0.50955 -5.00133 -0.73287 0.000
H 0.74955 -4.03927 0.72208 0.000
H -2.01725 0.39134 -2.82831 0.000
H -1.86980 -0.89253 -4.03711 0.000
F -1.25271 -0.59006 2.37437 -0.004
B -0.32431 -1.46927 3.08666 -0.002
F 0.00648 -0.90535 4.29145 0.000
F -0.86153 -2.72952 3.20113 0.000
F 0.82031 -1.47140 2.21852 -0.001
```

<S²> ... 12.6094
Multiplicity ... 7
Net charge ... -1
Strongest force on any atom ... 0.0145 hartree/bohr
Energy above the lowest of the compared OMol25 structures with the same formula, charge and spin ... 49.8 kcal/mol